27
Properties=species:S:1:pos:R:3:forces:R:3 method="wB97M-V/def2-TZVPD" spin_multiplicity=2 orbital_gap_ev="8.845 / 9.003" homo_ev="-9.339 / -9.430"
Ti -0.35560 0.05706 -0.49530 -0.217 0.443 -0.189
O 0.95891 1.67257 -1.09122 -0.038 0.114 -0.095
S 1.80025 0.90711 -0.11662 -0.026 -0.063 0.023
O 3.09205 1.37502 0.21529 0.015 0.003 -0.005
O 1.67742 -0.49505 -0.69528 -0.016 -0.126 -0.074
O 0.79077 0.76150 1.03308 -0.075 -0.074 0.133
F -5.15062 -2.50151 -4.11428 -0.001 -0.007 0.003
C -4.41979 -1.70256 -3.33643 -0.010 0.001 -0.006
C -5.03786 -0.84294 -2.44145 -0.028 -0.051 -0.060
F -6.36692 -0.83017 -2.36571 -0.005 0.019 0.018
C -4.29217 -0.01008 -1.62704 0.186 0.196 0.083
F -4.91407 0.79126 -0.76097 -0.059 -0.017 -0.011
C -2.89474 0.00387 -1.68657 -0.292 -0.281 -0.218
O -2.13079 0.75064 -0.91384 0.577 -0.257 0.251
C -2.31847 -0.88061 -2.59809 0.014 0.041 0.113
F -0.94873 -0.90458 -2.60059 -0.058 -0.051 0.065
C -3.03807 -1.72968 -3.41143 0.057 0.054 -0.030
F -2.42401 -2.56217 -4.24723 0.024 -0.010 -0.005
C -0.16075 -3.80860 1.09817 0.034 0.030 -0.014
C -1.23286 -2.82222 0.75704 0.018 -0.014 0.044
N -2.49501 -3.10967 1.07491 0.136 -0.005 -0.085
O -0.95944 -1.75035 0.19921 -0.180 0.059 0.014
H -0.43690 -4.81514 0.78638 -0.017 0.003 -0.005
H -0.00606 -3.81418 2.17793 0.002 0.020 0.004
H 0.75952 -3.50147 0.60974 0.011 -0.029 0.017
H -2.73293 -3.98484 1.50712 -0.037 0.019 0.007
H -3.22130 -2.44372 0.86260 -0.016 -0.018 0.022